Record 1
{"formula": "C2H10NO", "method": "ωB97M-V/def2-TZVPD", "species": ["N", "H", "H", "H", "H", "C", "O", "C", "H", "H", "H", "H", "H", "H"], "positions_angstrom": [[-1.216, 0.429, 1.893], [-2.071, 0.583, 1.351], [-0.485, 0.128, 1.149], [-1.519, -0.350, 2.675], [-0.908, 1.140, 2.466], [0.051, -0.282, -0.883], [0.386, -0.983, 0.351], [1.276, 0.309, -1.667], [-0.459, 0.659, -0.713], [-0.757, -1.003, -1.415], [0.874, -1.864, 0.094], [1.021, 1.291, -1.997], [1.683, -0.575, -2.269], [2.123, 0.516, -1.036]], "atomic_forces_ev_per_a": [[-1.7, -4.7, 0.2], [0.0, 0.7, 0.5], [-0.5, -0.6, 1.9], [1.3, 1.7, -2.9], [0.6, 2.8, 1.1], [-0.5, -1.1, -1.4], [1.3, -1.6, -1.4], [0.0, -3.6, 0.5], [-0.8, -0.1, 1.1], [2.2, 1.9, 0.5], [-1.4, 2.6, 0.9], [-0.2, 0.1, -1.6], [-0.6, 2.0, -0.4], [0.1, -0.1, 1.1]], "lowdin_charge": [0.274, 0.147, 0.091, 0.243, 0.097, -0.296, -0.175, -0.060, 0.078, 0.171, 0.184, 0.068, 0.110, 0.068], "homo_lumo_gap_ev": 11.08, "homo_ev": -15.0, "charge": 1, "e_above_lowest_ev": 2.209, "multiplicity": 1}

Record 2
{"formula": "C2H10NO", "method": "ωB97M-V/def2-TZVPD", "species": ["C", "O", "H", "H", "H", "H", "C", "N", "H", "H", "H", "H", "H", "H"], "positions_angstrom": [[-1.669, -0.186, 1.700], [-0.660, -0.575, 0.678], [-0.051, -1.155, 1.140], [-1.886, 0.869, 1.625], [-2.627, -0.591, 1.427], [-1.150, -0.479, 2.613], [1.792, 0.077, -0.828], [0.514, 0.599, -1.469], [0.547, 1.621, -1.581], [0.293, 0.202, -2.372], [-0.270, 0.368, -0.791], [2.673, 0.460, -1.355], [1.783, -0.990, -0.629], [2.031, 0.774, 0.008]], "atomic_forces_ev_per_a": [[1.2, -0.1, -1.0], [-0.8, 0.6, 0.2], [0.1, -0.1, -0.2], [0.7, 0.6, 0.2], [-0.2, -1.1, 0.4], [-1.2, 0.2, 0.4], [1.0, 2.5, 0.1], [-0.1, 0.1, 1.2], [0.1, -0.4, 0.0], [0.1, -0.3, -0.3], [0.7, -0.1, -0.3], [-0.3, -1.0, -1.2], [-0.1, 0.3, 0.0], [-1.1, -1.2, 0.5]], "lowdin_charge": [-0.040, -0.178, 0.079, 0.077, 0.081, 0.099, -0.024, 0.132, 0.172, 0.159, 0.127, 0.099, 0.102, 0.114], "homo_lumo_gap_ev": 11.53, "homo_ev": -15.0, "charge": 1, "e_above_lowest_ev": 1.348, "multiplicity": 1}

Question: Which formula does entry 1 have?
Answer: C2H10NO